(1)
2 unconnected molecules or ions with the total composition C3H10OSSi. Source: OMol25; level of theory: the ωB97M-V functional and the def2-TZVPD basis.

```
! RIJCOSX wB97M-V def2-TZVPD def2/J DEFGRID3
* xyz 0 1
H -0.371 0.648 3.091
H 0.172 -0.653 -2.566
Si 1.451 0.952 0.357
H 2.331 1.372 -0.764
H 0.418 -0.909 3.084
O -2.093 -1.385 -0.432
C 0.284 -0.370 -0.156
H -0.930 0.905 -2.893
C -0.822 -0.163 -2.476
H 0.909 2.336 0.575
C -0.408 -0.335 2.630
H -1.516 -0.842 -3.018
H 0.617 -1.369 -0.371
H 2.502 0.817 1.527
S -1.270 -0.151 -0.686
H -1.273 -0.852 2.097
*
```

max |F|: 0.064 Eh/bohr
calculated total energy: -883.000409 hartree
E_HOMO (alpha / beta): -8.9 / -9.0 eV
ΔE to the lowest compared entry with this formula, charge and spin: 658.96 kJ/mol



(2)
2 unconnected molecules or ions with the total composition C3H10S. Source: OMol25; level of theory: the ωB97M-V functional and the def2-TZVPD basis.

```
! RIJCOSX wB97M-V def2-TZVPD def2/J DEFGRID3
* xyz 0 1
H -0.133 -0.667 1.648
H 1.735 -0.610 0.198
H 2.238 0.875 0.948
H -1.654 -1.482 -2.638
H -0.166 1.079 2.025
H 1.068 0.132 2.769
H -0.542 1.143 -0.255
S -2.684 -1.604 -1.747
H 0.415 0.198 -1.368
C 0.472 0.214 1.858
C 1.368 0.347 0.573
H -3.351 -2.446 -2.531
H 0.742 1.907 -0.924
C 0.492 0.914 -0.555
*
```

SMILES: CCC.S
max |F|: 0.032 Eh/bohr
calculated total energy: -518.451430 hartree
E_HOMO: -9.8 eV
ΔE to the lowest compared entry with this formula, charge and spin: 53.50 kJ/mol